Record 1
Formula: C19H18F2O3
Source: the Open Molecules 2025 dataset
Level of theory: the ωB97M-V functional and the def2-TZVPD basis

Positions of all 42 atoms, in Å:
C  -3.487  -0.067  2.838
C  -2.255  0.802  2.822
O  -1.106  -0.005  2.786
C  0.038  0.747  2.787
C  1.220  -0.051  2.771
C  2.554  0.386  2.828
C  3.608  -0.671  2.802
O  2.900  1.556  2.901
O  0.038  1.972  2.802
H  -4.408  0.513  2.891
H  -3.513  -0.687  1.942
H  -3.450  -0.744  3.692
H  -2.224  1.465  1.947
H  -2.186  1.443  3.712
H  1.046  -1.109  2.722
H  3.177  -1.674  2.783
H  4.235  -0.550  1.920
H  4.242  -0.586  3.682
F  -1.292  -2.940  -2.718
C  -1.675  -3.092  -1.426
C  -2.996  -2.881  -1.062
C  -3.385  -3.043  0.253
C  -2.468  -3.409  1.202
C  -1.117  -3.637  0.870
C  -0.264  -4.030  1.927
C  1.086  -4.443  1.987
C  1.571  -4.833  3.252
C  2.856  -5.277  3.421
C  3.713  -5.343  2.340
C  3.274  -4.967  1.081
F  4.117  -5.020  0.021
C  1.981  -4.531  0.905
C  -0.752  -3.464  -0.478
H  -3.700  -2.593  -1.822
H  -4.413  -2.885  0.534
H  -2.776  -3.542  2.223
H  -0.756  -4.048  2.884
H  0.903  -4.795  4.094
H  3.194  -5.580  4.397
H  4.725  -5.694  2.450
H  1.698  -4.286  -0.096
H  0.251  -3.600  -0.822

Computed properties:
LUMO: -4.1 eV
Net charge: 0
Frontier orbital gap: 0.0589 Ha

***

Record 2
Formula: C19H18MnOS
Source: the Open Molecules 2025 dataset
Level of theory: the ωB97M-V functional and the def2-TZVPD basis

Positions of all 40 atoms, in Å:
Mn  -0.157  0.517  -0.285
C  -0.911  3.240  2.057
C  0.072  2.258  1.513
C  0.955  2.628  0.464
C  1.982  1.760  0.053
C  2.118  0.492  0.648
C  1.266  0.126  1.708
C  0.264  1.005  2.141
H  -0.406  3.888  2.778
H  -1.725  2.746  2.581
H  -1.317  3.886  1.280
H  0.932  3.645  0.086
H  2.732  2.116  -0.644
H  2.975  -0.125  0.406
H  1.458  -0.780  2.266
H  -0.308  0.769  3.030
O  -1.920  -0.523  -0.032
S  -2.793  -1.181  -1.090
C  -1.920  -0.615  -2.595
C  -1.268  0.630  -2.580
C  -0.574  1.032  -3.722
C  -0.561  0.224  -4.851
C  -1.262  -0.972  -4.868
C  -1.924  -1.408  -3.727
C  -4.222  -0.093  -1.323
C  -5.181  -0.547  -2.219
C  -6.314  0.218  -2.433
C  -6.482  1.408  -1.741
C  -5.508  1.856  -0.856
C  -4.363  1.101  -0.639
H  -1.501  1.396  -1.800
H  -0.090  1.998  -3.742
H  -0.035  0.552  -5.734
H  -1.308  -1.562  -5.770
H  -2.443  -2.355  -3.733
H  -5.052  -1.487  -2.730
H  -7.066  -0.125  -3.126
H  -7.385  1.984  -1.879
H  -5.646  2.784  -0.324
H  -3.610  1.418  0.071

Computed properties:
LUMO (alpha / beta): -8.3 / -7.7 eV
Net charge: +2
Multiplicity: 2
Frontier orbital gap (alpha / beta): 0.2514 / 0.2739 Ha
<S²>: 0.80

***

Record 3
Formula: C19H18N2O4
Source: the Open Molecules 2025 dataset
Level of theory: the ωB97M-V functional and the def2-TZVPD basis

Positions of all 43 atoms, in Å:
C  3.750  -1.432  0.652
O  2.481  -2.028  0.558
C  1.440  -1.438  1.204
C  1.518  -0.260  1.932
C  0.389  0.273  2.536
C  -0.825  -0.371  2.422
C  -0.917  -1.558  1.707
C  0.198  -2.100  1.091
O  0.209  -3.273  0.380
C  -0.953  -3.632  -0.344
C  -1.244  -2.635  -1.421
C  -1.256  -2.719  -2.786
C  -1.483  -1.409  -3.263
C  -1.587  -0.610  -2.154
C  -1.706  0.850  -2.008
O  -1.792  1.609  -2.955
N  -1.696  1.256  -0.714
C  -1.565  2.646  -0.343
C  -0.209  2.918  0.249
C  0.946  2.501  -0.404
C  2.176  2.746  0.179
C  2.206  3.398  1.403
N  1.116  3.801  2.032
C  -0.055  3.567  1.469
O  -1.451  -1.362  -1.036
H  4.098  -1.383  1.689
H  3.756  -0.426  0.220
H  4.418  -2.074  0.079
H  2.456  0.262  2.029
H  0.471  1.195  3.091
H  -1.707  0.037  2.892
H  -1.873  -2.051  1.631
H  -1.818  -3.749  0.324
H  -0.722  -4.600  -0.794
H  -1.117  -3.603  -3.373
H  -1.551  -1.087  -4.281
H  -1.538  0.570  0.011
H  -2.351  2.917  0.368
H  -1.703  3.222  -1.265
H  0.874  1.996  -1.357
H  3.091  2.442  -0.306
H  3.140  3.609  1.906
H  -0.917  3.918  2.022

Computed properties:
LUMO: 0.7 eV
Net charge: 0
SMILES string: COc1ccccc1OCc1ccc(C(=O)NCc2cccnc2)o1
Frontier orbital gap: 0.3321 Ha
Energy relative to the best compared isomer or geometry (same formula, charge and spin): 54.6 kcal/mol

***

Record 4
Formula: C19H18N2O5S
Source: the Open Molecules 2025 dataset
Level of theory: the ωB97M-V functional and the def2-TZVPD basis

Positions of all 45 atoms, in Å:
C  -4.949  0.937  -0.862
O  -4.409  2.046  -0.184
C  -3.061  2.105  -0.017
C  -2.170  1.147  -0.462
C  -0.807  1.323  -0.232
C  0.145  0.347  -0.686
N  1.436  0.376  -0.533
N  1.940  -0.726  -1.113
C  0.931  -1.384  -1.593
S  0.984  -2.901  -2.399
C  2.775  -3.194  -2.270
C  3.398  -2.887  -0.908
O  4.525  -2.465  -0.864
C  2.592  -3.179  0.297
C  1.682  -4.231  0.361
C  0.940  -4.432  1.512
C  1.090  -3.583  2.596
C  2.006  -2.543  2.542
C  2.762  -2.348  1.404
O  -0.246  -0.771  -1.366
C  -0.344  2.448  0.442
C  -1.227  3.416  0.897
O  -0.812  4.535  1.570
C  0.568  4.713  1.789
C  -2.606  3.257  0.668
O  -3.611  4.089  1.036
C  -3.362  5.335  1.645
H  -4.738  0.000  -0.337
H  -4.576  0.870  -1.889
H  -6.025  1.104  -0.881
H  -2.504  0.267  -0.986
H  2.914  -4.251  -2.505
H  3.284  -2.592  -3.024
H  1.563  -4.907  -0.473
H  0.237  -5.250  1.559
H  0.497  -3.736  3.486
H  2.128  -1.885  3.390
H  3.471  -1.538  1.333
H  0.717  2.533  0.594
H  0.652  5.658  2.325
H  1.121  4.779  0.848
H  0.986  3.910  2.403
H  -2.746  5.979  1.013
H  -2.884  5.224  2.620
H  -4.347  5.785  1.771

Computed properties:
LUMO: 0.4 eV
Net charge: 0
SMILES string: COc1cc(-c2nnc(SCC(=O)c3ccccc3)o2)cc(OC)c1OC
Frontier orbital gap: 0.2996 Ha
Energy relative to the best compared isomer or geometry (same formula, charge and spin): 80.2 kcal/mol

***

Record 5
Formula: C19H18N2O5S2
Source: the Open Molecules 2025 dataset
Level of theory: the ωB97M-V functional and the def2-TZVPD basis

Positions of all 46 atoms, in Å:
O  -0.366  -1.357  1.571
C  -0.461  -0.916  0.455
O  -1.497  -1.164  -0.362
C  -2.581  -1.917  0.160
C  -3.827  -1.108  0.098
N  -5.009  -1.582  0.166
C  -5.958  -0.602  0.093
C  -7.336  -0.792  0.140
C  -8.161  0.308  0.047
C  -7.637  1.592  -0.090
C  -6.273  1.805  -0.138
C  -5.438  0.705  -0.046
S  -3.700  0.644  -0.077
C  0.558  -0.050  -0.192
C  0.370  0.491  -1.462
C  1.347  1.295  -2.026
C  2.522  1.547  -1.335
C  2.705  0.999  -0.078
S  4.261  1.282  0.785
O  4.008  1.241  2.192
O  4.875  2.437  0.202
N  5.242  -0.006  0.434
C  4.995  -1.278  1.074
C  4.228  -2.224  0.143
O  4.873  -2.343  -1.107
C  4.994  -1.093  -1.749
C  5.802  -0.112  -0.892
C  1.733  0.217  0.508
H  -2.698  -2.828  -0.436
H  -2.358  -2.198  1.199
H  -7.727  -1.791  0.247
H  -9.232  0.176  0.082
H  -8.307  2.435  -0.159
H  -5.864  2.798  -0.243
H  -0.545  0.285  -1.994
H  1.193  1.724  -3.004
H  3.299  2.175  -1.743
H  4.441  -1.080  1.990
H  5.963  -1.724  1.326
H  4.197  -3.232  0.561
H  3.199  -1.861  -0.004
H  5.504  -1.289  -2.694
H  3.994  -0.680  -1.954
H  5.812  0.888  -1.323
H  6.831  -0.477  -0.800
H  1.873  -0.174  1.505

Computed properties:
LUMO: -0.2 eV
Net charge: 0
SMILES string: O=C(OCc1nc2ccccc2s1)c1cccc(S(=O)(=O)N2CCOCC2)c1
Frontier orbital gap: 0.3253 Ha
Energy relative to the best compared isomer or geometry (same formula, charge and spin): 33.1 kcal/mol

***

Record 6
Formula: C19H18N4O5
Source: the Open Molecules 2025 dataset
Level of theory: the ωB97M-V functional and the def2-TZVPD basis

Positions of all 46 atoms, in Å:
C  -4.795  -3.520  -1.305
O  -3.497  -3.416  -1.935
C  -2.430  -3.054  -1.165
C  -1.259  -2.651  -1.840
C  -0.235  -2.050  -1.132
C  -0.335  -1.832  0.243
N  0.679  -1.131  0.907
C  1.718  -0.377  0.223
N  2.625  -0.062  1.311
C  4.017  0.281  1.082
C  2.258  -0.769  2.427
C  1.056  -1.365  2.203
C  -1.419  -2.375  0.949
C  -2.456  -3.013  0.261
H  -5.460  -3.711  -2.145
H  -4.813  -4.361  -0.600
H  -5.076  -2.587  -0.797
H  -1.227  -2.774  -2.923
H  0.639  -1.761  -1.700
H  4.145  0.596  0.050
H  4.341  1.086  1.741
H  4.647  -0.589  1.290
H  2.867  -0.783  3.329
H  0.464  -1.939  2.904
H  -1.480  -2.287  2.036
H  -3.301  -3.448  0.813
O  -1.931  6.185  0.258
N  -1.377  5.498  1.153
O  -1.401  5.828  2.362
C  -0.683  4.315  0.769
C  -0.016  3.492  1.714
C  0.624  2.306  1.324
C  0.649  1.893  -0.046
C  1.254  0.674  -0.580
C  1.374  0.507  -1.961
N  2.255  -0.390  -2.535
O  2.458  -0.530  -3.764
O  2.881  -1.192  -1.683
C  -0.013  2.764  -0.962
C  -0.649  3.939  -0.587
H  -0.037  3.825  2.752
H  1.104  1.697  2.095
H  2.292  -1.083  -0.532
H  0.770  1.081  -2.657
H  -0.080  2.512  -2.020
H  -1.144  4.569  -1.325

Computed properties:
LUMO: -2.2 eV
Net charge: 0
Frontier orbital gap: 0.1553 Ha
Energy relative to the best compared isomer or geometry (same formula, charge and spin): 213.2 kcal/mol

***

Record 7
Formula: C19H18N7SSr
Source: the Open Molecules 2025 dataset
Level of theory: the ωB97M-V functional and the def2-TZVPD basis

Positions of all 46 atoms, in Å:
Sr  0.172  -0.318  -0.275
C  -1.943  1.499  3.369
C  -1.504  0.633  2.227
N  -0.290  0.675  1.769
N  0.578  1.496  2.371
C  1.808  1.585  1.883
N  2.617  2.399  2.580
S  2.519  0.838  0.493
C  -2.418  -0.346  1.623
C  -3.630  -0.693  2.224
C  -4.418  -1.678  1.657
C  -4.007  -2.293  0.482
C  -2.814  -1.872  -0.073
N  -2.034  -0.942  0.475
H  -1.361  2.416  3.358
H  -1.744  0.999  4.321
H  -3.004  1.735  3.314
H  2.269  2.869  3.398
H  3.568  2.517  2.289
H  -3.941  -0.214  3.141
H  -5.344  -1.973  2.132
H  -4.590  -3.074  0.017
H  -2.457  -2.308  -1.002
C  3.921  -0.285  -4.862
C  3.117  0.818  -5.124
C  1.941  1.005  -4.425
C  1.576  0.085  -3.440
C  2.400  -1.006  -3.156
C  3.561  -1.198  -3.879
N  0.420  0.238  -2.668
N  -0.540  0.818  -3.201
C  -1.611  1.207  -2.392
C  -2.915  1.099  -2.866
C  -3.929  1.660  -2.113
C  -3.606  2.362  -0.958
C  -2.280  2.402  -0.558
N  -1.302  1.799  -1.229
H  4.836  -0.428  -5.420
H  3.413  1.535  -5.878
H  1.310  1.866  -4.599
H  2.108  -1.713  -2.387
H  4.190  -2.054  -3.677
H  -3.107  0.586  -3.799
H  -4.958  1.580  -2.436
H  -4.365  2.874  -0.385
H  -1.982  2.935  0.338

Computed properties:
LUMO: -4.0 eV
Net charge: +1
Frontier orbital gap: 0.2380 Ha
Energy relative to the best compared isomer or geometry (same formula, charge and spin): 20.1 kcal/mol

***

Record 8
Formula: C19H19BrF17NNbO
Source: the Open Molecules 2025 dataset
Level of theory: the ωB97M-V functional and the def2-TZVPD basis

Positions of all 59 atoms, in Å:
C  2.863  2.866  1.338
C  3.246  2.455  -0.208
O  2.046  2.668  -1.029
C  3.965  0.992  -0.377
Nb  2.588  -0.717  -0.969
C  4.229  -2.018  -1.809
Br  2.328  0.319  -3.425
C  1.099  -2.338  -1.631
C  -0.324  -2.327  -0.824
C  -1.491  -1.788  -1.828
F  -0.989  -0.513  -2.457
F  -1.545  -2.771  -2.974
C  -2.996  -1.702  -1.229
F  -3.593  -3.080  -1.410
F  -3.792  -0.848  -2.188
C  -3.192  -1.333  0.334
F  -4.686  -1.353  0.571
F  -2.693  -2.439  1.238
C  -2.576  0.052  0.897
F  -1.345  0.557  0.253
F  -2.165  -0.235  2.328
C  -3.604  1.326  1.025
F  -4.629  1.133  2.119
F  -2.747  2.464  1.534
C  -4.246  1.865  -0.381
F  -5.485  1.109  -0.801
F  -3.233  1.942  -1.499
C  -4.779  3.447  -0.242
F  -3.646  4.420  -0.469
F  -5.465  3.724  1.038
C  -5.886  3.822  -1.438
F  -5.803  5.325  -1.569
F  -7.293  3.456  -1.031
F  -5.508  3.290  -2.772
C  2.752  -1.600  1.176
C  4.069  -2.431  1.516
C  4.230  -3.119  2.992
C  2.925  -2.795  3.911
C  1.750  -1.881  3.316
N  1.553  -1.244  1.986
H  3.537  2.328  2.150
H  3.076  4.032  1.480
H  1.704  2.738  1.590
H  4.036  3.271  -0.575
H  2.090  3.623  -1.347
H  4.885  1.134  -1.112
H  4.441  0.732  0.685
H  1.114  0.288  -0.505
H  5.266  -1.621  -1.432
H  4.238  -1.919  -2.997
H  4.186  -3.170  -1.536
H  1.613  -3.366  -1.414
H  0.958  -2.256  -2.814
H  -0.579  -3.467  -0.583
H  -0.316  -1.779  0.208
H  4.964  -2.599  0.774
H  5.139  -3.775  3.334
H  2.862  -3.231  5.001
H  0.855  -1.662  4.079

Computed properties:
LUMO: 1.3 eV
Net charge: -1
Frontier orbital gap: 0.2341 Ha

***

Record 9
Formula: C19H19BrN4O3
Source: the Open Molecules 2025 dataset
Level of theory: the ωB97M-V functional and the def2-TZVPD basis

Positions of all 46 atoms, in Å:
C  -0.380  -2.660  0.000
C  -0.811  -1.257  0.236
N  -2.149  -0.936  0.316
C  -2.178  0.349  0.530
O  -3.271  1.111  0.653
N  -0.960  0.904  0.625
C  -0.045  -0.135  0.416
C  1.411  0.018  0.405
O  2.138  -0.771  -0.183
N  1.934  1.116  1.050
C  1.372  1.714  2.284
C  2.661  2.050  3.039
C  3.553  2.534  1.896
C  3.405  1.224  1.125
C  3.901  0.205  2.158
N  3.309  0.781  3.376
C  3.147  0.203  4.593
O  2.491  0.742  5.475
C  3.827  -1.107  4.785
C  3.681  -1.754  5.938
C  4.290  -3.043  6.293
C  4.399  -3.393  7.637
C  4.996  -4.586  8.011
C  5.483  -5.458  7.050
C  5.358  -5.113  5.713
Br  6.000  -6.303  4.385
C  4.770  -3.925  5.324
H  0.701  -2.747  0.053
H  -0.847  -3.319  0.733
H  -0.707  -2.986  -0.988
H  -4.032  0.526  0.542
H  -0.770  1.887  0.696
H  0.800  2.623  2.074
H  0.747  1.011  2.832
H  2.533  2.674  3.917
H  3.146  3.391  1.362
H  4.577  2.730  2.211
H  3.861  1.140  0.146
H  3.523  -0.791  1.937
H  4.993  0.178  2.206
H  4.442  -1.502  3.987
H  3.076  -1.269  6.699
H  4.017  -2.716  8.391
H  5.080  -4.845  9.058
H  5.945  -6.394  7.329
H  4.668  -3.697  4.272

Computed properties:
LUMO: 0.0 eV
Net charge: 0
SMILES string: Cc1nc(O)[nH]c1C(=O)N1C[C@@H]2C[C@H]1CN2C(=O)/C=C/c1cccc(Br)c1
Frontier orbital gap: 0.3119 Ha
Energy relative to the best compared isomer or geometry (same formula, charge and spin): 0.3 kcal/mol

***

Record 10
Formula: C19H19CaIN3O2P
Source: the Open Molecules 2025 dataset
Level of theory: the ωB97M-V functional and the def2-TZVPD basis

Positions of all 46 atoms, in Å:
Ca  0.094  0.687  0.222
O  1.906  -5.656  2.664
C  2.399  -5.180  1.622
O  3.402  -5.479  0.944
C  1.763  -3.838  1.207
C  0.689  -3.321  1.915
C  0.136  -2.123  1.515
N  0.625  -1.449  0.461
C  1.666  -1.939  -0.230
C  2.255  -3.134  0.118
C  2.118  -1.093  -1.391
C  3.184  -1.460  -2.193
C  3.548  -0.646  -3.250
C  2.840  0.519  -3.494
C  1.789  0.820  -2.656
N  1.423  0.039  -1.628
C  -1.033  -1.471  2.207
C  -1.653  -2.048  3.302
C  -2.720  -1.398  3.893
C  -3.154  -0.186  3.384
C  -2.491  0.327  2.291
N  -1.458  -0.294  1.704
H  0.337  -3.904  2.757
H  3.092  -3.577  -0.406
H  3.729  -2.372  -1.989
H  4.384  -0.922  -3.880
H  3.099  1.182  -4.308
H  1.211  1.724  -2.803
H  -1.300  -2.993  3.692
H  -3.210  -1.837  4.752
H  -3.979  0.355  3.825
H  -2.785  1.278  1.864
I  1.544  2.621  1.742
C  -2.240  2.738  -2.690
P  -1.456  2.862  -1.042
C  -0.334  4.279  -1.305
C  -2.781  3.651  -0.065
H  -2.639  3.704  -3.001
H  -3.050  2.007  -2.668
H  -1.509  2.404  -3.429
H  -0.883  5.120  -1.733
H  0.480  4.005  -1.978
H  0.115  4.562  -0.353
H  -3.093  4.583  -0.538
H  -2.414  3.869  0.939
H  -3.644  2.987  0.011

Computed properties:
LUMO: -1.0 eV
Net charge: 0
Frontier orbital gap: 0.2537 Ha
Energy relative to the best compared isomer or geometry (same formula, charge and spin): 11.6 kcal/mol